Entry from the OMol25 dataset: a cluster of 11 separate species, C47H113N3O15 in total at a distorted geometry (the ωB97M-V functional and the def2-TZVPD basis).

Last column: Löwdin charge in e.
CARTESIAN COORDINATES (ANGSTROEM)
C: -0.971 7.463 0.778  -0.05
C: -0.469 6.367 -0.166  -0.45
C: 0.757 5.635 0.566  -0.13
C: 1.093 4.247 0.060  -0.19
C: -0.156 3.398 0.142  -0.14
C: -1.350 3.927 -0.682  -0.43
N: -1.594 5.381 -0.386  -0.11
O: -2.717 5.946 -1.020  -0.01
C: -1.082 3.742 -2.224  -0.02
C: -2.634 3.086 -0.249  -0.02
C: 0.165 7.052 -1.380  -0.05
H: -1.548 7.058 1.609  0.08
H: -1.576 8.147 0.182  0.08
H: -0.109 7.864 1.311  0.08
H: 1.710 6.122 0.361  0.11
H: 0.837 5.720 1.649  0.11
H: 1.934 3.795 0.586  0.09
H: 1.391 4.308 -0.986  0.11
H: -0.494 3.281 1.171  0.12
H: 0.160 2.426 -0.234  0.11
H: -0.701 2.729 -2.352  0.06
H: -2.043 3.799 -2.734  0.08
H: -0.338 4.400 -2.674  0.07
H: -3.511 3.500 -0.747  0.06
H: -2.588 2.012 -0.426  0.07
H: -2.860 3.271 0.801  0.07
H: 0.850 7.838 -1.059  0.08
H: -0.626 7.616 -1.874  0.08
H: 0.710 6.455 -2.111  0.08
H: -3.351 5.902 -0.300  0.10
C: 5.345 0.233 0.468  -0.02
C: 4.317 0.987 1.304  -0.46
C: 4.260 0.588 2.843  -0.12
C: 5.416 1.095 3.658  -0.19
C: 5.467 2.600 3.562  -0.15
C: 5.545 3.161 2.066  -0.45
N: 4.458 2.427 1.312  -0.14
O: 4.379 3.000 0.081  -0.02
C: 5.193 4.637 2.317  -0.05
C: 6.966 2.980 1.540  -0.03
C: 2.841 0.685 0.868  -0.03
H: 5.117 -0.826 0.344  0.08
H: 6.311 0.136 0.965  0.07
H: 5.397 0.521 -0.582  0.07
H: 3.360 0.960 3.333  0.12
H: 4.207 -0.501 2.841  0.11
H: 6.410 0.759 3.361  0.11
H: 5.307 0.886 4.723  0.12
H: 6.366 2.962 4.061  0.11
H: 4.676 3.066 4.150  0.11
H: 4.198 4.824 2.719  0.09
H: 6.033 5.098 2.836  0.09
H: 5.294 5.211 1.396  0.07
H: 7.126 3.383 0.540  0.08
H: 7.598 3.621 2.155  0.08
H: 7.506 2.036 1.621  0.07
H: 2.673 -0.387 0.763  0.07
H: 2.568 1.135 -0.086  0.06
H: 2.151 1.030 1.639  0.08
H: 3.685 3.647 0.231  0.07
C: 1.228 1.406 -5.199  -0.02
C: 2.412 0.891 -4.284  -0.43
C: 1.906 -0.197 -3.287  -0.13
C: 2.988 -1.140 -2.677  -0.18
C: 3.797 -1.877 -3.745  -0.12
C: 4.477 -0.787 -4.673  -0.49
N: 3.459 0.212 -5.118  -0.13
O: 4.018 1.102 -6.033  -0.02
C: 5.636 -0.156 -3.922  -0.02
C: 4.896 -1.616 -5.887  -0.05
C: 3.055 2.021 -3.428  -0.02
H: 1.532 2.271 -5.789  0.07
H: 0.443 1.814 -4.562  0.06
H: 0.704 0.700 -5.844  0.08
H: 1.630 0.284 -2.349  0.09
H: 1.020 -0.736 -3.624  0.10
H: 2.410 -1.836 -2.068  0.10
H: 3.633 -0.558 -2.019  0.08
H: 3.092 -2.551 -4.233  0.12
H: 4.621 -2.398 -3.259  0.11
H: 6.370 -0.939 -3.729  0.09
H: 5.976 0.714 -4.484  0.09
H: 5.323 0.242 -2.956  0.05
H: 4.008 -2.036 -6.360  0.08
H: 5.267 -1.109 -6.779  0.08
H: 5.522 -2.464 -5.609  0.09
H: 2.271 2.654 -3.013  0.07
H: 3.755 2.565 -4.063  0.08
H: 3.804 1.654 -2.727  0.06
H: 3.510 0.797 -6.789  0.10
C: -3.618 1.324 2.979  -0.05
C: -3.849 1.980 4.355  -0.49
C: -5.335 1.743 4.885  -0.02
O: -2.900 1.544 5.254  -0.04
H: -2.618 1.585 2.633  0.08
H: -4.326 1.587 2.193  0.08
H: -3.750 0.274 3.239  0.06
H: -3.616 3.042 4.278  0.13
H: -5.575 0.707 4.648  0.07
H: -6.053 2.310 4.292  0.07
H: -5.344 2.032 5.936  0.07
H: -3.037 2.080 6.038  0.10
C: -0.595 -1.422 -1.084  -0.04
C: -1.743 -1.930 -0.308  -0.45
C: -2.226 -0.967 0.789  -0.03
O: -2.835 -2.111 -1.211  -0.08
H: 0.023 -2.252 -1.426  0.08
H: 0.026 -0.772 -0.467  0.08
H: -0.870 -0.806 -1.941  0.09
H: -1.543 -2.872 0.203  0.12
H: -2.808 -1.457 1.570  0.07
H: -2.994 -0.269 0.456  0.06
H: -1.502 -0.387 1.363  0.07
H: -3.032 -1.231 -1.541  0.04
C: -1.739 -6.978 1.255  -0.03
C: -1.557 -5.607 1.987  -0.47
C: -2.779 -4.848 2.217  -0.07
O: -0.961 -5.866 3.302  -0.07
H: -0.760 -7.454 1.196  0.07
H: -2.075 -6.810 0.232  0.06
H: -2.459 -7.584 1.805  0.08
H: -0.812 -5.005 1.467  0.12
H: -2.525 -3.830 2.515  0.06
H: -3.436 -5.280 2.972  0.10
H: -3.443 -4.809 1.353  0.08
H: -0.214 -6.457 3.182  0.07
C: -1.103 -6.279 -3.301  -0.05
C: -0.865 -4.833 -2.904  -0.52
C: -0.992 -3.904 -4.057  -0.06
O: -1.894 -4.609 -1.997  -0.05
H: -0.886 -6.924 -2.449  0.07
H: -0.543 -6.502 -4.210  0.08
H: -2.134 -6.570 -3.504  0.07
H: 0.149 -4.777 -2.507  0.13
H: -1.176 -2.868 -3.774  0.07
H: -1.758 -4.126 -4.800  0.09
H: -0.093 -3.952 -4.672  0.08
H: -1.956 -3.671 -1.803  0.03
C: -2.944 -1.988 5.032  -0.19
C: -2.444 -2.204 6.408  -0.24
O: -2.383 -1.013 7.150  -0.06
O: -2.030 -1.161 4.291  -0.10
H: -3.924 -1.517 4.958  0.12
H: -2.977 -2.913 4.457  0.11
H: -1.429 -2.601 6.414  0.12
H: -3.026 -2.823 7.090  0.13
H: -3.234 -0.889 7.576  0.09
H: -1.896 -0.361 4.803  0.07
C: 0.902 -2.328 2.855  -0.21
C: 1.353 -2.945 4.169  -0.22
O: 2.672 -2.518 4.494  -0.07
O: 0.434 -0.995 3.056  -0.08
H: 0.170 -2.975 2.373  0.10
H: 1.730 -2.176 2.163  0.11
H: 1.394 -4.031 4.082  0.10
H: 0.741 -2.750 5.050  0.12
H: 3.185 -2.456 3.685  0.06
H: -0.448 -0.939 3.431  0.02
C: -5.556 -4.983 -1.697  -0.25
C: -5.275 -5.507 -3.063  -0.24
O: -6.418 -5.611 -3.958  -0.07
O: -5.881 -3.597 -1.654  -0.07
H: -4.614 -5.064 -1.154  0.11
H: -6.370 -5.570 -1.272  0.12
H: -4.884 -6.513 -2.911  0.12
H: -4.505 -4.888 -3.524  0.11
H: -6.825 -4.745 -4.021  0.07
H: -5.110 -3.125 -1.329  0.05
C: -5.915 0.436 -0.880  -0.23
C: -5.188 0.837 -2.181  -0.22
O: -4.037 0.055 -2.395  -0.07
O: -7.184 1.049 -0.696  -0.05
H: -5.266 0.843 -0.104  0.10
H: -6.045 -0.639 -0.755  0.12
H: -4.996 1.888 -1.962  0.11
H: -5.856 0.747 -3.037  0.13
H: -3.885 0.097 -3.342  0.11
H: -7.722 0.319 -0.378  0.08

Atoms 1-2, force components in eV/Å:
0.05 -0.66 0.09
1.26 -1.52 1.04

Computed properties:
LUMO level (Ha): 0.0108
Orbital gap (Ha): 0.309
SMILES: CC1(C)CCCC(C)(C)N1O.CC1(C)CCCC(C)(C)N1O.CC1(C)CCCC(C)(C)N1O.CC(C)O.CC(C)O.CC(C)O.CC(C)O.OCCO.OCCO.OCCO.OCCO
Maximum force (eV/A): 3.5
Multiplicity: 1
Energy above the lowest of the compared OMol25 structures with the same formula, charge and spin (kJ/mol): 291.2